Record 1
The following is a quantum chemistry calculation of a single C2H3N3 molecule, from the OMol25 dataset.

Summary:
SMILES: c1nc[nH]n1
Electronic energy, eV: -6592.57395
Max |F|, Eh/bohr: 0.0052

Structure (ORCA input):
```
! RIJCOSX wB97M-V def2-TZVPD def2/J DEFGRID3
* xyz 0 1
N 0.60 -1.07 -0.23
N -0.80 0.30 0.90
N 0.57 0.16 -0.78
C -0.27 0.96 -0.11
C -0.24 -0.93 0.78
H -0.45 -1.74 1.46
H -0.45 1.99 -0.38
H 1.06 0.34 -1.64
*
```

Results of the Löwdin charge analysis, in e, for atoms 1 through 4: atom 1 (N): 0.0394, atom 2 (N): 0.0617, atom 3 (N): -0.0156, atom 4 (C): -0.2010

Record 2
The following is a quantum chemistry calculation of a molecular structure, C28H54HfOP2 in a non-equilibrium geometry, from the OMol25 dataset.

Summary:
Electronic energy, eV: -51830.47912
Max |F|, Eh/bohr: 0.0759

Structure (ORCA input):
```
! RIJCOSX wB97M-V def2-TZVPD def2/J DEFGRID3
* xyz 2 1
Hf -0.07 0.22 -0.11
P 1.45 -1.30 -2.06
P -2.43 1.46 -0.70
O -1.20 -1.36 -0.33
C 3.15 -0.89 -2.64
C 0.57 3.02 -2.83
C -1.67 -1.33 3.00
C -0.40 4.05 -0.63
C 0.98 -3.00 2.44
C 0.60 -1.38 -3.67
C 1.31 0.63 1.88
C -0.44 -0.83 2.32
C 2.26 1.70 2.30
C 0.42 3.86 0.41
C -2.42 2.30 -2.32
C 3.15 -1.11 1.28
C -2.23 -2.76 -1.98
C 0.81 1.78 -2.02
C -3.41 -2.36 0.18
C 1.74 1.74 -1.02
C 1.74 -0.71 1.59
C 1.90 3.99 0.27
C 0.71 -1.61 2.00
C -0.09 0.56 2.27
C -0.87 1.69 2.87
C 0.05 4.27 -2.05
C -2.05 -2.53 -0.48
C -1.42 -3.78 0.14
C -4.00 0.60 -1.10
C -3.19 2.65 0.49
C 2.56 2.96 -0.68
C 1.69 -3.08 -1.69
H -0.46 -1.63 -3.56
H 2.15 4.99 -0.11
H 0.72 -3.58 -1.54
H 2.20 0.80 -0.64
H -3.44 2.62 -2.59
H -4.02 -1.63 -0.35
H -3.91 3.28 -0.06
H -3.79 -0.24 -1.77
H -0.36 -3.87 -0.08
H -1.77 3.16 -2.26
H 2.20 -3.54 -2.56
H 3.23 0.19 -2.86
H -1.94 -4.67 -0.28
H 3.51 2.65 -0.21
H 0.84 5.04 -2.09
H 3.34 -1.47 -3.56
H 0.67 -0.42 -4.19
H -1.61 -3.81 1.22
H -2.44 3.28 0.98
H 0.26 -3.73 2.05
H -2.55 -0.71 2.75
H 2.37 3.92 1.26
H -0.47 1.96 3.86
H 0.04 3.91 1.43
H -2.03 1.62 -3.09
H -3.93 -3.33 0.14
H -0.80 4.70 -2.60
H 3.72 -0.32 0.77
H 3.70 -1.33 2.22
H 0.37 0.88 -2.51
H -2.67 -1.87 -2.44
H -1.91 -2.37 2.73
H 3.20 -2.01 0.66
H -2.91 -3.62 -2.12
H -4.48 0.25 -0.17
H 1.75 2.67 2.38
H -0.15 2.78 -3.62
H -1.94 1.45 3.00
H -3.32 -2.07 1.23
H 1.97 -3.33 2.13
H -0.80 2.59 2.25
H 3.89 -1.15 -1.86
H -1.27 -2.99 -2.45
H 2.31 -3.20 -0.79
H 2.85 3.52 -1.59
H 0.95 -3.06 3.54
H -4.66 1.31 -1.61
H 2.73 1.51 3.28
H 1.08 -2.15 -4.29
H -1.45 4.28 -0.44
H -1.55 -1.30 4.10
H 1.48 3.36 -3.35
H -3.71 2.06 1.26
H 3.08 1.81 1.58
*
```

Results of the Löwdin charge analysis, in e, for atoms 1 through 4: atom 1 (Hf): 1.5038, atom 2 (P): 0.8061, atom 3 (P): 0.8326, atom 4 (O): -0.3907

Record 3
The following is a quantum chemistry calculation of 2 unconnected molecules or ions with the total composition H5NOSi in a non-equilibrium geometry, from the OMol25 dataset.

Summary:
Electronic energy, eV: -11494.83044
Max |F|, Eh/bohr: 0.0833

Structure (ORCA input):
```
! RIJCOSX wB97M-V def2-TZVPD def2/J DEFGRID3
* xyz 0 1
Si -0.32 -0.04 -0.28
O 0.22 -1.35 -1.06
N -0.37 -0.18 1.40
H 0.47 -0.40 1.81
H -0.63 0.82 1.76
H 1.18 1.73 -1.29
H -1.61 0.41 -0.77
H 1.07 -0.99 -1.57
*
```

Results of the Löwdin charge analysis, in e, for atoms 1 through 4: atom 1 (Si): 0.3427, atom 2 (O): -0.2826, atom 3 (N): -0.0978, atom 4 (H): -0.0145

Record 4
The following is a quantum chemistry calculation of 3 unconnected molecules or ions with the total composition C31H45F5N4O5PS in a non-equilibrium geometry, from the OMol25 dataset.

Summary:
Electronic energy, eV: -82779.37557
Max |F|, Eh/bohr: 0.0273

Structure (ORCA input):
```
! RIJCOSX wB97M-V def2-TZVPD def2/J DEFGRID3
* xyz 1 1
S -4.66 -0.35 -1.73
P -4.64 -0.04 0.17
F -4.06 2.59 -1.07
F 0.42 6.68 2.26
F 1.52 -5.09 1.81
F -2.47 3.85 -0.41
F -3.75 2.95 1.05
O -5.02 -1.39 0.94
O 0.02 -1.44 -4.75
O 0.34 3.11 -3.36
O -2.43 -0.98 0.46
O -5.72 1.03 0.65
N -1.09 2.01 0.80
N -0.37 -1.93 2.10
N 3.79 -1.74 -2.31
N -1.81 0.96 -1.32
C 2.59 -7.02 0.99
C -0.17 -3.46 -1.25
C 2.14 -3.59 -2.31
C -2.90 0.31 0.78
C 1.46 -9.14 1.12
C -1.43 1.98 -2.35
C -1.17 -0.91 -2.76
C -1.16 -1.24 -0.14
C -0.96 -0.30 -1.37
C 1.32 2.10 0.23
C 0.39 -7.15 1.96
C -0.01 2.67 0.65
C 3.50 8.53 1.86
C 0.77 9.00 2.08
C 1.25 -2.93 -1.27
C 2.57 -8.39 0.76
C 3.02 9.83 1.82
C 3.60 -3.20 -2.08
C -0.10 -1.06 0.96
C -1.29 -2.72 -0.49
C 0.09 4.11 1.06
C 1.50 -6.43 1.59
C 2.63 7.46 2.01
C 0.08 -1.04 -3.62
C 1.28 7.72 2.12
C -2.87 0.47 2.30
C 1.65 10.06 1.93
C -2.15 1.51 0.05
C -3.16 2.73 -0.11
C 0.02 2.12 -2.77
C 0.37 -8.52 1.71
H -0.13 -4.48 -0.88
H 0.91 -1.22 0.59
H -1.74 2.97 -2.06
H 1.44 -10.20 0.93
H 1.72 -3.15 -0.30
H -0.11 -0.04 1.33
H 0.09 -0.01 -1.32
H 1.04 4.34 1.54
H 1.27 11.07 1.90
H 3.45 -6.42 0.72
H 2.08 -4.67 -2.22
H 3.42 -8.86 0.30
H -5.43 -1.24 1.80
H 1.05 -0.75 -3.17
H 3.86 -3.43 -1.05
H 2.03 2.33 1.02
H -1.86 0.64 2.67
H 1.69 2.60 -0.66
H -2.20 -2.79 -1.08
H -0.48 -3.58 -2.29
H 0.32 -2.67 2.18
H -1.86 -0.35 -3.38
H 0.04 4.71 0.15
H 4.56 8.34 1.77
H -2.75 0.60 -1.64
H 4.69 -1.59 -2.74
H 1.34 -1.85 -1.37
H -0.50 -9.10 1.99
H -1.61 -1.90 -2.73
H -3.19 -0.50 2.70
H 3.70 10.65 1.70
H -1.55 -3.25 0.42
H 1.32 1.02 0.10
H 3.86 -1.28 -1.41
H -3.56 1.22 2.67
H -0.45 -6.65 2.43
H -0.30 9.16 2.16
H -0.41 -1.41 2.96
H -1.99 1.77 -3.27
H -5.90 1.05 1.60
H 4.27 -3.77 -2.72
H 1.87 -3.27 -3.32
H 0.76 1.34 -2.57
H 2.99 6.44 2.06
H -0.71 4.39 1.74
*
```

Results of the Löwdin charge analysis, in e, for atoms 1 through 4: atom 1 (S): 0.5004, atom 2 (P): 0.3159, atom 3 (F): 0.1455, atom 4 (F): 0.0292

Record 5
The following is a quantum chemistry calculation of 2 unconnected molecules or ions with the total composition C4H11N2 in a non-equilibrium geometry, from the OMol25 dataset.

Summary:
Electronic energy, eV: -7292.52686
Max |F|, Eh/bohr: 0.1284

Structure (ORCA input):
```
! RIJCOSX wB97M-V def2-TZVPD def2/J DEFGRID3
* xyz 1 3
N -1.18 -1.71 0.60
N 0.13 0.47 0.54
C -0.36 -0.82 -0.15
C -0.59 1.76 0.55
C 1.25 0.51 -0.47
C 1.10 -1.06 -0.66
H 0.47 0.35 1.50
H -1.34 1.52 -0.17
H 1.89 -1.61 -0.15
H 2.07 1.03 -0.10
H -1.02 -2.71 0.56
H 0.13 2.56 0.41
H -2.12 -1.63 0.61
H -1.07 1.95 1.48
H -1.16 -0.09 -1.48
H 0.85 0.94 -1.37
H 0.95 -1.46 -1.72
*
```

Results of the Löwdin charge analysis, in e, for atoms 1 through 4: atom 1 (N): 0.2123, atom 2 (N): -0.1093, atom 3 (C): -0.3023, atom 4 (C): 0.0143

Record 6
The following is a quantum chemistry calculation of a gas-phase ion, CH6N3 (charge +1) in a non-equilibrium geometry, from the OMol25 dataset.

Summary:
SMILES: NNC=[NH2+]
Electronic energy, eV: -5596.00627
Max |F|, Eh/bohr: 0.0992

Structure (ORCA input):
```
! RIJCOSX wB97M-V def2-TZVPD def2/J DEFGRID3
* xyz 1 1
N -1.52 -0.83 0.65
N 1.59 0.55 -0.56
N 0.41 0.59 0.18
C -0.59 -0.29 -0.14
H 2.12 1.41 -0.40
H -1.77 -0.63 1.70
H 0.39 0.93 1.11
H -0.58 -0.71 -1.16
H -1.64 -1.73 0.20
H 1.59 0.70 -1.55
*
```

Results of the Löwdin charge analysis, in e, for atoms 1 through 4: atom 1 (N): 0.1478, atom 2 (N): 0.0644, atom 3 (N): 0.0050, atom 4 (C): -0.0988